C12H13AsBCoN2O6S2 | ωB97M-V with the def2-TZVPD basis set

Each line ends with the Mulliken charge.
Cartesian coordinates (Å):
Co  0.441  0.056  0.381  0.044
O  -2.882  -2.867  0.194  -0.606
As  -1.682  -2.029  1.157  0.939
O  -2.266  -1.953  2.666  -0.786
O  -1.363  -0.548  0.411  -0.525
C  -0.022  -3.068  1.124  -0.008
C  0.356  -3.673  2.315  -0.479
C  1.592  -4.291  2.423  -0.495
C  2.464  -4.302  1.344  -0.469
C  2.098  -3.706  0.147  -0.622
C  0.858  -3.096  0.041  0.173
S  0.465  -2.289  -1.505  1.472
O  -0.935  -2.494  -1.790  -0.756
O  1.360  -2.804  -2.510  -0.744
O  0.794  -0.850  -1.217  -0.445
H  -2.551  -2.804  -0.719  0.455
H  -0.335  -3.628  3.149  0.502
H  1.880  -4.761  3.355  0.376
H  3.435  -4.772  1.437  0.377
H  2.750  -3.702  -0.715  0.467
S  2.416  1.240  -0.034  -0.468
C  1.497  2.417  -0.871  0.611
N  1.198  2.164  -2.179  -0.028
C  0.530  3.048  -2.956  -0.279
C  0.155  4.255  -2.461  -0.520
C  0.442  4.567  -1.116  -0.198
C  1.109  3.652  -0.341  -0.598
H  1.370  1.214  -2.494  0.218
H  0.334  2.737  -3.971  0.393
H  -0.368  4.960  -3.090  0.370
H  0.135  5.517  -0.702  0.412
H  1.335  3.846  0.698  0.397
B  -0.074  2.662  3.946  0.100
C  0.118  1.607  2.835  0.304
N  0.344  0.871  1.973  -0.160
H  -0.448  3.681  3.405  -0.151
H  1.009  2.816  4.463  -0.146
H  -0.901  2.274  4.731  -0.122

For the largest force on an atom, the calculation gives 0.030 hartree/bohr. The net charge is -1. Its expectation value of S² is 0.7600. Its spin multiplicity is 2. For the HOMO energy (alpha / beta), the calculation gives -6.19 / -5.47 eV. As for the energy above the lowest of the compared OMol25 structures with the same formula, charge and spin: 207.6 kJ/mol. For the HOMO-LUMO gap (alpha / beta), the calculation gives 7.545 / 6.856 eV.